No. 1
The following is a quantum chemistry calculation of a 2-piece molecular cluster, H12OSi6 overall, from the OMol25 dataset.

Element x y z (Å)
O: 2.049 0.184 1.479
Si: -2.325 -0.459 -0.174
Si: -0.854 -2.144 0.497
Si: -1.565 1.715 0.204
Si: 1.225 -1.878 -0.541
Si: 0.589 2.128 -0.624
Si: 1.922 0.289 -0.150
H: 2.448 0.862 2.012
H: -2.542 -0.598 -1.628
H: -3.680 -0.636 0.373
H: -0.688 -2.034 1.959
H: -1.435 -3.486 0.331
H: -2.530 2.724 -0.263
H: -1.540 1.943 1.664
H: 2.198 -2.915 -0.166
H: 1.043 -2.056 -1.993
H: 0.549 2.358 -2.073
H: 1.132 3.384 -0.070
H: 4.004 0.618 -0.837

Total charge: 0
Max |F| (eV Å⁻¹): 3.220
ΔE to the lowest compared entry with this formula, charge and spin (kcal per mole): 4.45
Highest occupied orbital energy (eV): -9.01
Molar mass (g/mol): 196.611
HOMO-LUMO gap (eV): 8.8205
Spin multiplicity: 1



No. 2
The following is a quantum chemistry calculation of a 6-piece molecular cluster, H13O6 overall, from the OMol25 dataset.

Element x y z (Å)
O: 0.150 1.305 -1.161
H: 0.693 1.910 -1.677
H: 0.642 0.484 -1.029
O: -0.741 3.060 1.609
H: -0.308 3.899 1.782
H: -0.489 2.875 0.718
O: -0.873 0.560 2.619
H: -0.942 1.535 2.441
H: -1.493 0.400 3.364
O: 1.243 -1.483 -0.573
H: 1.985 -1.876 -0.130
H: 1.130 -1.905 -1.432
O: 0.985 -2.573 -3.114
H: 0.622 -1.931 -3.743
H: 1.715 -2.983 -3.550
O: -0.842 -0.956 0.748
H: -0.123 -1.322 0.109
H: -1.579 -0.655 0.168
H: -0.782 -0.205 1.552

Total charge: +1
Max |F| (eV Å⁻¹): 2.049
ΔE to the lowest compared entry with this formula, charge and spin (kcal per mole): 6.65
Highest occupied orbital energy (eV): -15.34
Molar mass (g/mol): 109.098
HOMO-LUMO gap (eV): 12.3568
Spin multiplicity: 1



No. 3
The following is a quantum chemistry calculation of a 6-piece molecular cluster, H13O6 overall, from the OMol25 dataset.

Element x y z (Å)
O: 0.415 -0.523 0.549
H: 0.658 0.128 1.260
H: -0.591 -0.610 0.451
H: 0.836 -0.256 -0.330
O: 0.975 0.219 -1.828
H: 1.199 1.132 -2.037
H: 0.840 -0.224 -2.672
O: 1.432 1.344 2.141
H: 2.278 1.576 2.540
H: 0.768 1.781 2.690
O: -0.343 -3.011 -1.051
H: -0.894 -2.836 -1.822
H: 0.379 -3.559 -1.378
O: -0.375 2.341 0.075
H: -0.692 2.790 -0.716
H: 0.399 2.842 0.357
O: -2.098 -0.939 0.415
H: -2.725 -0.363 0.869
H: -2.460 -1.831 0.484

Total charge: +1
Max |F| (eV Å⁻¹): 0.556
ΔE to the lowest compared entry with this formula, charge and spin (kcal per mole): 6.68
Highest occupied orbital energy (eV): -14.92
Molar mass (g/mol): 109.098
HOMO-LUMO gap (eV): 11.9304
Spin multiplicity: 1



So what do the calculations give for LUMO? Going down the list: -0.191, -2.979, -2.985 eV.